Record 1
{
  "formula": "C4H7NOS",
  "method": "wB97M-V/def2-TZVPD",
  "lumo_energy_ev": [0.66, -2.18],
  "spin_multiplicity": 3,
  "relative_energy_kcal_mol": 111.6,
  "homo_ev": [-4.65, -8.84],
  "gap_ev": [5.3120, 6.6575],
  "e_tot_ev": -18625.779,
  "elements": ["C", "C", "C", "C", "N", "O", "S", "H", "H", "H", "H", "H", "H", "H"],
  "positions_angstrom": [[1.034003, 0.950866, 0.315754], [-0.854581, -1.214588, -0.532700], [-0.134369, -1.814959, 0.682046], [-0.500925, -0.353829, 0.600945], [0.779190, 2.032840, -0.271167], [-0.511251, 2.455004, -0.749274], [2.487298, 0.377346, 0.679321], [-0.297001, -1.242842, -1.459695], [-1.842537, -1.468556, -0.491895], [-0.672072, -2.377893, 1.433029], [0.898132, -2.096502, 0.602404], [-1.054094, 0.106992, 1.281097], [1.469200, 2.766202, -0.604651], [-0.800993, 1.879919, -1.485215]],
  "atomic_forces_ev_per_a": [[-3.5, -6.1, 4.1], [1.9, -0.5, 1.0], [-0.1, 1.2, 0.1], [6.1, -0.4, -3.3], [-1.3, 7.9, -5.2], [0.4, -0.6, 0.9], [2.2, -1.3, 0.5], [-0.3, 0.3, 0.0], [-2.6, -0.6, -0.8], [-0.2, -0.1, -0.2], [0.3, 0.0, -0.2], [-2.5, 2.0, 2.4], [-1.1, -1.8, 0.4], [0.7, 0.0, 0.4]]
}



Record 2
{
  "formula": "C2H4FNO2",
  "method": "wB97M-V/def2-TZVPD",
  "lumo_energy_ev": 0.19,
  "spin_multiplicity": 1,
  "relative_energy_kcal_mol": 98.3,
  "homo_ev": -11.35,
  "gap_ev": 11.5386,
  "e_tot_ev": -10437.275,
  "elements": ["O", "N", "O", "C", "C", "F", "H", "H", "H", "H"],
  "positions_angstrom": [[1.974262, 1.291346, -0.345657], [1.421637, 0.207956, -0.141489], [1.735305, -0.836687, -0.621651], [0.209399, 0.134653, 0.732598], [-1.101433, -0.313938, -0.353855], [-2.167319, 0.227480, 0.241811], [0.261324, -0.677714, 1.323125], [-0.065932, 1.072888, 1.118188], [-1.215742, -1.363570, -0.516651], [-1.051502, 0.257588, -1.436415]],
  "atomic_forces_ev_per_a": [[-0.8, -1.1, 0.4], [-0.3, 1.9, 0.8], [0.7, -1.3, -0.8], [-2.3, 0.5, -5.6], [2.8, 3.4, -1.5], [-1.5, 0.1, 0.9], [0.6, -2.4, 2.4], [0.0, 1.0, 0.6], [0.2, -0.7, 0.2], [0.6, -1.5, 2.6]]
}